Density functional theory data (ωB97M-V/def2-TZVPD) for a structure of composition C30H31BeN5O3.

Structure (XYZ):
```
70
Properties=species:S:1:pos:R:3:forces:R:3
Be 0.349 -0.052 -0.006 0.0 0.2 0.0
C -1.900 0.110 -2.391 0.1 0.2 0.1
C -1.709 1.600 -2.294 0.0 -0.1 0.0
C -2.124 2.427 -3.330 0.0 0.0 -0.1
C -1.918 3.795 -3.277 0.0 0.0 0.0
C -1.261 4.340 -2.187 -0.1 0.0 0.0
C -0.835 3.544 -1.132 0.1 -0.1 0.0
C -0.083 4.160 0.015 -0.1 -0.1 0.0
C -1.085 2.164 -1.176 -0.2 0.1 -0.1
N -0.653 1.348 -0.101 0.2 -0.1 0.0
C -1.199 1.600 1.120 -0.3 0.3 -0.2
O -2.226 2.223 1.379 0.3 0.0 0.1
C -0.331 0.983 2.200 0.1 0.0 0.2
C -0.198 1.232 3.554 -0.1 0.0 0.0
C 0.848 0.589 4.219 0.0 0.0 -0.1
C 1.770 -0.214 3.546 0.0 0.0 0.0
C 1.568 -0.402 2.189 -0.1 0.0 0.1
N 0.518 0.154 1.630 0.0 0.2 0.2
C 2.423 -1.025 1.099 0.4 -0.2 -0.1
O 3.425 -1.675 1.358 -0.2 0.2 0.1
N 1.928 -0.682 -0.124 -0.2 -0.1 -0.2
C 2.774 -1.003 -1.230 0.0 0.0 -0.1
C 2.484 -2.075 -2.079 0.0 0.0 0.0
C 1.280 -2.943 -1.856 0.1 0.1 0.1
C 3.354 -2.358 -3.127 0.0 0.0 0.0
C 4.490 -1.596 -3.335 0.0 0.0 -0.1
C 4.756 -0.522 -2.504 0.0 -0.1 0.0
C 3.910 -0.215 -1.446 0.0 0.1 0.0
C 4.229 0.937 -0.534 0.0 -0.1 0.0
H -2.394 -0.153 -3.325 0.0 0.0 0.0
H -2.491 -0.265 -1.555 0.0 0.0 -0.1
H -0.931 -0.395 -2.357 0.0 -0.1 -0.1
H -2.611 1.989 -4.194 0.0 0.0 0.0
H -2.252 4.429 -4.088 0.0 0.0 0.0
H -1.071 5.407 -2.153 0.0 0.0 0.0
H 0.338 5.119 -0.280 0.0 0.0 0.0
H 0.725 3.502 0.338 0.0 0.0 0.0
H -0.744 4.319 0.870 0.0 0.0 0.0
H -0.862 1.914 4.066 0.0 0.0 0.0
H 0.966 0.746 5.284 0.0 0.0 0.0
H 2.618 -0.651 4.052 0.0 0.0 0.0
H 1.268 -3.335 -0.841 0.0 0.0 0.0
H 1.280 -3.779 -2.554 0.0 0.0 0.0
H 0.355 -2.378 -1.998 0.0 -0.1 0.0
H 3.142 -3.199 -3.776 0.0 0.0 0.0
H 5.171 -1.848 -4.138 0.0 0.0 0.0
H 5.642 0.080 -2.669 0.0 0.0 0.0
H 5.038 1.536 -0.951 0.0 0.0 0.0
H 4.543 0.568 0.444 0.0 0.0 0.0
H 3.353 1.573 -0.394 0.0 0.0 0.0
N -2.291 -0.924 1.071 -1.7 0.2 0.7
C -3.365 -0.607 0.763 0.4 0.1 0.2
N -4.561 -0.250 0.422 -0.2 0.0 -0.2
C -5.335 -1.091 -0.510 -0.2 0.0 -0.2
C -6.774 -1.230 -0.005 0.1 0.0 0.2
C -6.787 -1.350 1.521 0.0 0.1 -0.1
C -6.232 -0.075 2.193 0.0 -0.1 -0.1
C -5.331 0.701 1.227 -0.1 0.1 0.3
H -4.858 -2.070 -0.576 0.0 0.0 0.1
H -5.311 -0.633 -1.502 0.0 0.0 0.0
H -7.215 -2.114 -0.463 0.0 0.0 0.0
H -7.374 -0.372 -0.313 0.0 0.0 0.0
H -6.178 -2.212 1.804 0.0 0.0 0.0
H -7.802 -1.543 1.864 0.0 -0.1 0.1
H -5.661 -0.352 3.080 0.0 0.1 0.0
H -7.042 0.581 2.516 0.0 0.0 0.0
H -4.642 1.365 1.747 0.1 0.0 -0.1
H -5.922 1.302 0.536 0.1 0.0 0.0
O -0.641 -2.630 0.700 -0.6 1.0 -0.4
C -0.810 -1.530 0.360 2.1 -2.0 -0.4
```
Positions in Å, forces in eV/Å.

Computed properties:
energy above the lowest of the compared OMol25 structures with the same formula, charge and spin = 116.0 kJ/mol
orbital gap = 8.054 eV
LUMO = -0.06 eV
multiplicity = 1
total charge = 0
highest occupied orbital energy = -8.12 eV

Atom charges from the Mulliken analysis, given in e for atoms 1 to 5: number 1, Be, carries -2.05; number 2, C, carries -0.69; number 3, C, carries 0.91; number 4, C, carries -1.02; number 5, C, carries -0.83

---

Density functional theory data (ωB97M-V/def2-TZVPD) for a structure of composition C30H31I2N7O2Pd.

Structure (XYZ):
```
73
Properties=species:S:1:pos:R:3:forces:R:3
Pd -0.012 0.070 0.061 -1.1 0.4 -0.8
C -1.808 2.635 -0.331 -0.1 0.2 -0.7
N -1.276 1.888 0.815 1.3 -1.6 -0.4
C -0.370 2.711 1.625 0.4 0.3 0.3
C -2.376 1.363 1.596 -0.3 -0.6 0.4
C -3.165 2.270 2.301 0.2 0.0 -0.1
C -4.257 1.862 3.039 0.1 -0.1 -0.1
C -4.598 0.522 3.033 0.0 0.1 -0.1
C -3.840 -0.383 2.313 -0.2 0.0 0.0
C -2.690 -0.006 1.615 -0.2 0.7 0.2
N -1.897 -0.957 0.852 0.9 -0.3 -0.1
C -0.618 -3.182 0.607 0.3 -0.3 -0.1
C -0.926 -4.493 0.993 0.2 -0.1 0.0
C -0.604 -5.607 0.245 0.1 0.1 -0.1
C 0.093 -5.458 -0.939 -0.1 0.1 0.2
C 0.508 -4.191 -1.287 0.1 0.2 0.0
C 0.193 -3.055 -0.534 -0.4 -0.6 0.2
N 0.855 -1.833 -0.936 -0.6 1.9 0.9
C 0.736 -1.545 -2.371 -0.1 0.3 -0.7
C 2.269 -1.922 -0.547 0.7 0.0 0.2
H -2.468 3.446 -0.007 0.1 -0.1 0.1
H -2.367 1.962 -0.983 0.1 0.0 0.1
H -0.987 3.065 -0.900 0.0 -0.1 0.0
H -0.820 3.666 1.912 -0.1 -0.1 0.0
H 0.528 2.929 1.044 -0.1 0.0 0.1
H -0.095 2.164 2.530 0.0 0.1 -0.1
H -2.930 3.323 2.253 0.1 0.1 0.0
H -4.844 2.583 3.585 0.0 0.1 0.0
H -5.469 0.177 3.568 -0.1 -0.1 0.0
H -4.181 -1.400 2.299 0.0 0.2 0.0
H -1.435 -4.678 1.922 0.0 -0.1 0.0
H -0.894 -6.583 0.601 0.0 -0.1 0.0
H 0.342 -6.309 -1.553 0.1 0.0 -0.1
H 1.131 -4.078 -2.161 0.0 0.0 -0.1
H 1.248 -2.284 -2.995 -0.1 0.0 0.2
H 1.196 -0.578 -2.573 -0.1 -0.1 0.1
H -0.317 -1.498 -2.656 0.1 0.0 0.1
H 2.772 -2.721 -1.102 -0.1 0.0 0.0
H 2.346 -2.139 0.520 -0.1 0.0 -0.1
H 2.776 -0.981 -0.767 -0.1 -0.1 0.0
I -4.079 -3.262 -2.063 0.0 0.0 0.5
C -3.309 -2.614 -0.217 -1.8 -1.9 0.6
C -3.654 -3.313 0.949 -0.4 1.0 -3.1
C -3.144 -3.244 2.242 2.7 1.0 3.3
I -4.256 -4.326 3.708 0.3 0.4 -0.6
C -1.933 -2.598 2.658 -2.8 -1.3 -2.6
C -1.437 -2.533 3.941 2.4 0.6 2.0
C -0.187 -1.963 4.191 -2.4 -1.5 0.7
C 0.521 -1.347 3.154 -0.1 0.4 -2.3
N 0.100 -1.303 1.920 1.0 -0.2 1.9
C -1.094 -2.016 1.544 -0.5 -0.1 0.4
C -2.501 -1.446 -0.349 1.2 1.4 -1.2
O -2.212 -0.852 -1.379 -1.0 -0.8 0.9
H -4.469 -4.012 0.819 0.1 -0.2 -0.1
H -1.996 -2.937 4.771 -0.1 0.0 0.0
H 0.222 -1.974 5.184 0.0 0.1 0.2
H 1.464 -0.858 3.364 0.1 0.1 0.0
C 1.900 3.131 -3.290 -0.4 0.2 -0.6
N 2.409 2.676 -2.012 -0.2 -0.3 0.3
C 3.588 3.069 -1.489 0.3 -0.2 0.6
C 4.026 2.585 -0.296 0.0 0.1 -0.2
C 3.208 1.641 0.380 -0.2 0.2 -0.6
N 2.027 1.293 -0.132 0.4 0.1 0.2
C 1.608 1.798 -1.312 0.5 0.3 0.0
O 0.510 1.459 -1.763 -0.2 0.0 -0.2
N 3.585 1.075 1.524 0.0 -0.1 0.3
H 2.665 3.683 -3.827 0.1 0.0 0.1
H 1.024 3.764 -3.136 0.1 0.0 -0.1
H 1.584 2.267 -3.876 0.1 0.1 0.0
H 4.162 3.782 -2.061 0.0 0.0 -0.1
H 4.966 2.896 0.124 0.1 0.1 0.0
H 4.476 1.279 1.944 0.0 0.0 0.0
H 2.965 0.420 1.971 0.1 0.0 0.0
```
Positions in Å, forces in eV/Å.

Computed properties:
orbital gap (spin up / spin down) = 5.576 / 5.577 eV
LUMO (spin up / spin down) = -7.47 / -7.48 eV
multiplicity = 1
total charge = +2
highest occupied orbital energy (spin up / spin down) = -13.05 / -13.05 eV

Atom charges from the Mulliken analysis, given in e for atoms 1 to 5: number 1, Pd, carries 0.33; number 2, C, carries -1.12; number 3, N, carries 1.60; number 4, C, carries -0.98; number 5, C, carries -0.47

---

Density functional theory data (ωB97M-V/def2-TZVPD) for a structure of composition C30H32BrIN4O2V.

Structure (XYZ):
```
71
Properties=species:S:1:pos:R:3:forces:R:3
V -0.718 -0.320 -1.672 0.1 0.4 0.5
C 0.982 -2.412 4.840 0.0 0.0 0.0
C 0.887 -1.960 3.413 0.0 0.0 -0.1
C 1.909 -1.223 2.809 0.0 -0.1 0.1
C 1.853 -0.830 1.468 0.1 0.1 -0.1
C 2.988 -0.258 0.758 0.0 -0.1 0.0
N 3.775 0.692 1.129 0.0 0.1 0.1
C 3.648 1.621 2.284 -0.1 0.1 0.0
C 2.625 2.745 2.053 0.1 0.0 -0.1
C 3.015 3.878 1.090 0.0 -0.1 0.1
N 2.868 3.522 -0.346 -0.1 0.0 0.0
C 1.788 3.294 -1.017 -0.1 0.0 0.0
C 0.410 3.477 -0.586 0.2 -0.1 -0.1
C -0.022 4.632 0.079 0.0 0.1 0.0
C -1.365 4.889 0.353 0.0 -0.1 0.0
C -1.809 6.164 1.007 0.0 0.0 0.0
C -2.285 3.918 -0.034 0.0 0.0 0.0
C -1.884 2.742 -0.678 0.0 -0.1 0.0
C -2.840 1.775 -1.133 -0.1 0.1 0.0
N -2.575 0.599 -1.599 -0.1 -0.4 -0.1
C -3.776 -0.129 -2.135 0.0 -0.1 0.1
C -3.481 -1.574 -2.470 0.1 0.2 0.0
C -3.003 -2.362 -1.273 -0.1 0.0 0.0
N -1.762 -1.776 -0.677 -0.1 -0.1 -0.2
C -1.466 -2.227 0.496 -0.1 -0.1 0.1
C -0.321 -1.878 1.294 0.0 0.1 -0.1
C -0.217 -2.285 2.628 0.0 0.0 0.1
C 0.718 -1.160 0.709 0.2 0.0 -0.1
O 0.635 -0.766 -0.566 -0.2 0.1 0.0
C -0.545 2.527 -0.989 0.2 0.0 -0.2
O -0.195 1.417 -1.645 0.1 0.0 0.2
H 1.897 -2.062 5.313 0.0 0.0 0.0
H 0.966 -3.501 4.901 0.0 0.0 0.0
H 0.135 -2.043 5.419 0.0 0.0 0.0
H 2.801 -1.021 3.389 0.0 0.0 0.0
H 3.231 -0.692 -0.209 0.0 0.0 0.0
H 4.591 0.841 0.542 0.0 0.0 0.0
H 4.642 2.028 2.460 0.0 0.0 0.0
H 3.371 1.055 3.168 0.0 0.0 0.0
H 2.489 3.217 3.028 0.0 0.0 0.0
H 1.650 2.329 1.784 0.0 0.0 0.0
H 4.053 4.175 1.232 0.0 0.0 0.0
H 2.411 4.754 1.299 0.0 0.0 0.0
H 3.734 3.455 -0.873 0.0 0.0 0.0
H 1.947 2.931 -2.030 0.0 0.0 0.0
H 0.698 5.401 0.329 0.0 0.0 0.0
H -0.966 6.809 1.246 0.0 0.0 0.0
H -2.355 5.959 1.928 0.0 0.0 0.0
H -2.479 6.719 0.349 0.0 0.0 0.0
H -3.340 4.078 0.161 0.0 0.0 0.0
H -3.887 2.077 -1.105 0.0 0.0 0.0
H -4.098 0.397 -3.034 0.0 0.0 0.0
H -4.574 -0.059 -1.394 0.0 0.0 0.0
H -2.764 -1.641 -3.290 -0.1 0.0 0.0
H -4.391 -2.038 -2.851 0.0 0.0 0.0
H -2.791 -3.395 -1.558 0.1 0.0 0.0
H -3.773 -2.373 -0.499 0.0 0.0 0.0
H -2.150 -2.951 0.940 0.0 0.0 0.0
H -1.021 -2.868 3.066 0.0 0.0 0.0
Br -2.372 -4.012 -4.707 0.1 -0.2 -0.1
C -0.993 -4.527 -3.534 0.1 0.1 0.0
C -0.935 -5.844 -3.093 0.0 0.0 0.0
C 0.093 -6.258 -2.258 0.0 0.0 0.0
C 1.080 -5.371 -1.849 0.0 0.0 0.0
C 1.045 -4.053 -2.278 0.1 0.1 0.0
C 0.008 -3.656 -3.107 -0.3 -0.1 -0.1
I 0.037 -1.685 -3.869 0.1 0.0 -0.1
H -1.690 -6.544 -3.425 0.0 0.0 0.0
H 0.132 -7.292 -1.940 0.0 0.0 0.0
H 1.897 -5.713 -1.229 0.0 0.0 0.0
H 1.832 -3.361 -2.010 0.0 0.0 0.0
```
Positions in Å, forces in eV/Å.

Computed properties:
orbital gap (spin up / spin down) = 5.371 / 6.088 eV
LUMO (spin up / spin down) = -13.33 / -12.61 eV
multiplicity = 2
total charge = +4
highest occupied orbital energy (spin up / spin down) = -18.70 / -18.70 eV

Atom charges from the Mulliken analysis, given in e for atoms 1 to 5: number 1, V, carries 0.07; number 2, C, carries -1.55; number 3, C, carries -0.14; number 4, C, carries -0.58; number 5, C, carries 0.47

---

> Among the records above, which one has the highest multiplicity?

C30H32BrIN4O2V